No. 1
Computed, not measured: C4H3N in the gas phase at a distorted geometry, with ωB97M-V with the def2-TZVPD basis set.

Each line ends with the Löwdin charge.
Element x y z (Å)
C: 0.58726 0.24036 1.38108  -0.08
C: 0.01073 0.05553 0.04581  -0.04
C: -0.42388 -0.09029 -1.06379  -0.04
C: -0.98671 -0.38469 -2.28143  -0.24
N: -1.42644 -0.72466 -3.31562  0.15
H: 0.91783 -0.69829 1.84237  0.09
H: 1.44244 0.90717 1.31155  0.08
H: -0.12122 0.69488 2.08002  0.08

Atomic forces in eV per Å
-0.1 0.0 0.1
0.2 0.0 0.5
-0.1 0.0 0.4
-0.9 -1.0 -2.6
0.9 0.9 2.3
-0.1 0.1 -0.4
0.1 0.0 0.0
-0.1 0.0 -0.3

HOMO energy = -10.53 eV
SMILES = CC#CC#N
HOMO-LUMO gap = 11.194 eV

***

No. 2
Computed, not measured: C4H3N in the gas phase at a distorted geometry, with ωB97M-V with the def2-TZVPD basis set.

Each line ends with the Löwdin charge.
Element x y z (Å)
C: -0.94980 0.01482 -0.10908  -0.05
C: 0.51282 0.39864 -0.17668  -0.44
C: 1.10435 1.55652 -0.36606  0.30
C: 1.54778 -0.58946 -0.02126  -0.24
N: 2.40556 -1.36320 0.09811  0.17
H: -1.58683 0.88148 -0.29220  0.08
H: -1.18325 -0.39472 0.87827  0.09
H: -1.16942 -0.75021 -0.85955  0.09

Atomic forces in eV per Å
-0.1 0.1 0.0
0.0 0.1 0.0
-0.3 -0.3 0.0
1.2 -0.9 0.1
-1.1 0.9 -0.1
0.1 -0.1 0.0
0.1 0.1 -0.1
0.1 0.1 0.1

HOMO energy = -10.78 eV
HOMO-LUMO gap = 9.370 eV

***

No. 3
Computed, not measured: a gas-phase ion, C4H3N2O3 (charge -1) at a distorted geometry, with ωB97M-V with the def2-TZVPD basis set.

Each line ends with the Löwdin charge.
Element x y z (Å)
O: 3.46972 -2.04563 -0.04038  -0.11
N: 2.81751 -1.10284 0.41934  -0.16
N: 2.70373 0.03727 -0.06114  0.01
C: 1.73750 0.85530 -0.24015  -0.17
C: 0.36647 0.43840 -0.46654  -0.17
C: -0.03545 -0.79390 -0.23223  0.02
C: -1.06233 -1.68796 -0.16727  -0.61
O: -1.46095 -2.46208 -1.04977  -0.04
O: -1.62390 -1.81902 1.12158  0.00
H: 1.97657 1.91264 -0.20638  0.09
H: -0.28169 1.25565 -0.79834  0.07
H: -2.20088 -2.59333 1.06980  0.08

Atomic forces in eV per Å
-0.3 1.3 -0.6
-0.5 -2.7 2.0
1.1 1.8 -1.1
-0.2 -0.7 -0.3
-0.4 0.5 -0.1
0.8 -0.1 0.2
-0.8 -0.8 0.2
-0.1 0.2 0.1
0.2 0.2 -0.2
0.1 0.0 -0.1
-0.2 0.1 0.1
0.1 0.1 -0.3

HOMO energy = -3.43 eV
SMILES = O=N/N=C\C=C=C([O-])O
net charge = -1
HOMO-LUMO gap = 7.273 eV

***

No. 4
Computed, not measured: 2 unconnected molecules or ions with the total composition C4H3N2OS at a distorted geometry, with ωB97M-V with the def2-TZVPD basis set.

Each line ends with the Löwdin charge.
Element x y z (Å)
C: 0.84138 0.00377 -0.91420  -0.08
C: 1.05128 -0.59794 0.32111  -0.14
C: -0.34364 0.68163 -1.13404  -0.06
C: -0.01394 -0.49902 1.19994  -0.39
N: -1.11989 0.13191 0.99258  0.11
N: -1.28639 0.77323 -0.16906  -0.31
O: -2.33320 1.43684 -0.35293  -0.09
S: 0.26297 -1.92584 3.25466  -0.32
H: 1.57180 -0.05536 -1.71051  0.10
H: 1.95512 -1.12060 0.57868  0.08
H: -0.58548 1.17137 -2.06623  0.11

Atomic forces in eV per Å
0.1 -0.3 0.7
-0.1 0.5 -1.0
0.1 0.1 -0.4
1.2 -2.8 3.4
-1.1 0.5 0.2
0.5 -0.1 -0.3
-0.2 0.1 0.0
-0.3 2.0 -2.8
0.0 0.1 -0.1
0.0 -0.1 0.1
-0.1 0.0 0.1

HOMO energy (spin up / spin down) = -3.38 / -3.38 eV
net charge = -1
HOMO-LUMO gap (spin up / spin down) = 6.814 / 6.814 eV

***

No. 5
Computed, not measured: a molecular structure, C4H3N3, with ωB97M-V with the def2-TZVPD basis set.

Each line ends with the Löwdin charge.
Element x y z (Å)
C: -1.89132 0.61307 -0.21842  0.09
C: -1.11038 1.54367 0.21383  -0.08
C: -0.02819 0.61383 0.16060  -0.39
C: -0.14543 -0.75889 0.61527  -0.18
N: 0.94303 -1.46350 0.06990  0.02
N: 1.62385 -0.68608 -0.65354  0.02
N: 1.07082 0.57570 -0.61379  0.08
H: -1.42983 -0.70333 0.01782  0.13
H: -0.48606 -1.03907 1.60849  0.13
H: 1.45350 1.30461 -1.20016  0.16

Atomic forces in eV per Å
0.1 0.4 0.1
-0.3 -0.2 -0.1
0.3 -0.4 -0.1
0.1 0.1 0.1
0.1 0.1 -0.2
-0.2 -0.1 0.2
-0.1 0.2 0.0
0.1 0.0 0.1
0.0 0.1 -0.2
-0.1 -0.1 0.1

HOMO energy = -9.99 eV
HOMO-LUMO gap = 9.511 eV

***

No. 6
Computed, not measured: C4H3N3 in the gas phase at a distorted geometry, with ωB97M-V with the def2-TZVPD basis set.

Each line ends with the Löwdin charge.
Element x y z (Å)
C: 1.46734 0.99862 -0.02199  -0.01
C: 0.78224 -0.27637 0.01724  -0.18
N: 0.96081 -1.57247 0.06643  0.28
C: -0.35379 -1.10412 0.03642  -0.26
N: -1.56214 -1.42373 0.03612  0.12
C: -2.58766 -0.60987 -0.00390  -0.37
N: -3.57237 -0.01879 -0.03550  0.12
H: 2.54845 0.86821 -0.01756  0.09
H: 1.15882 1.59505 0.83840  0.10
H: 1.15831 1.54347 -0.91566  0.10

Atomic forces in eV per Å
0.5 0.3 0.0
-1.2 -1.2 0.0
-0.2 0.4 0.0
1.1 1.4 0.0
0.5 -1.8 0.1
-0.1 0.4 0.0
-0.5 0.5 0.0
0.0 0.0 0.0
0.0 0.0 0.0
0.0 0.0 0.0

HOMO energy = -9.95 eV
SMILES = Cc1n/c1=N/C#N
HOMO-LUMO gap = 10.010 eV

***

No. 7
Computed, not measured: C4H3N3 in the gas phase at a distorted geometry, with ωB97M-V with the def2-TZVPD basis set.

Each line ends with the Löwdin charge.
Element x y z (Å)
N: 1.93144 -0.05611 -1.77846  0.17
C: 0.94118 0.16520 -1.22445  -0.17
C: 0.09562 -0.25106 1.84723  -0.06
N: -0.70954 -1.26447 1.15381  0.05
C: -0.92835 -0.89521 -0.04476  -0.11
C: -0.24253 0.41347 -0.38827  -0.27
N: 0.22235 0.73050 0.95840  -0.01
H: -1.55719 -1.44612 -0.74136  0.12
H: -0.89582 1.16988 -0.83752  0.15
H: 0.77411 1.55718 1.14170  0.13

Atomic forces in eV per Å
-1.0 0.3 0.4
0.9 -0.2 -0.6
-0.3 0.3 -0.3
-0.2 0.2 -0.2
0.0 -0.1 0.2
0.0 -0.1 0.1
0.2 -0.1 0.3
0.2 0.0 0.0
0.1 -0.1 0.1
0.0 -0.2 0.0

HOMO energy = -9.37 eV
HOMO-LUMO gap = 9.059 eV

***

No. 8
Computed, not measured: C4H3N3 in the gas phase at a distorted geometry, with ωB97M-V with the def2-TZVPD basis set.

Each line ends with the Löwdin charge.
Element x y z (Å)
C: 2.21690 0.01760 -0.13716  0.15
C: 1.41544 -0.35840 0.69157  -0.04
C: 0.00574 -0.13162 0.50811  -0.33
C: -0.54711 1.00425 -0.03826  -0.12
N: -1.77667 0.70171 -0.50734  -0.01
N: -2.01899 -0.55391 -0.28771  -0.02
N: -0.94536 -1.06491 0.33757  0.04
H: 2.63692 0.45254 -1.01261  0.06
H: -0.08009 1.97318 -0.14654  0.11
H: -0.90678 -2.04045 0.59238  0.16

Atomic forces in eV per Å
0.2 -0.1 0.5
0.2 0.5 -1.1
-0.5 0.0 0.0
-0.1 0.0 0.1
-0.1 -0.2 0.2
-0.1 0.0 0.1
-0.1 0.0 0.2
0.9 -0.2 0.1
-0.2 -0.1 0.0
-0.1 0.1 -0.1

HOMO energy = -9.20 eV
SMILES = C#Cc1cnn[nH]1
HOMO-LUMO gap = 9.152 eV

***

No. 9
Computed, not measured: C4H3N3 in the gas phase at a distorted geometry, with ωB97M-V with the def2-TZVPD basis set.

Each line ends with the Löwdin charge.
Element x y z (Å)
N: -0.63939 -2.11726 2.66438  0.16
C: -0.37405 -1.36299 1.82841  -0.13
C: -0.03450 -0.45508 0.76630  -0.40
N: 0.63947 -0.85460 -0.25744  0.11
C: 0.46373 0.24493 -1.18841  -0.17
C: -0.13513 1.32469 -0.37763  -0.10
N: -0.47517 0.87461 0.78614  0.13
H: 1.17501 0.42705 -1.99593  0.13
H: -0.32451 -0.44560 -1.56742  0.16
H: -0.29545 2.36426 -0.65839  0.12

Atomic forces in eV per Å
0.2 0.8 -0.9
-0.2 -0.8 1.1
0.4 -0.2 0.1
0.3 0.0 0.8
-0.2 -0.5 -0.2
-0.2 -0.2 0.0
0.1 0.1 -0.2
0.1 -0.1 0.5
-0.5 1.1 -1.2
-0.1 -0.3 0.0

HOMO energy = -10.89 eV
SMILES = N#CC1=NCC=N1
HOMO-LUMO gap = 10.592 eV

***

No. 10
Computed, not measured: C4H3N3O in the gas phase at a distorted geometry, with ωB97M-V with the def2-TZVPD basis set.

Each line ends with the Löwdin charge.
Element x y z (Å)
C: 2.50683 -0.09278 0.01246  0.01
N: 1.36971 0.48183 -0.02690  -0.03
N: 0.35325 -0.47289 -0.00418  0.06
C: -0.81141 0.03578 -0.05288  -0.25
C: -1.09006 1.46252 -0.01489  -0.15
N: -1.34056 2.60702 0.00629  0.18
C: -2.03159 -0.89970 -0.03392  -0.18
O: -3.16091 -0.46519 0.03225  0.08
H: 2.57601 -1.17944 0.10429  0.08
H: 3.38822 0.51490 0.01098  0.07
H: -1.75949 -1.99206 -0.03352  0.13

Atomic forces in eV per Å
-0.7 -0.3 0.3
0.6 -0.2 0.0
-0.4 -0.1 -0.3
-0.9 -0.1 0.3
-0.5 2.6 -0.2
0.6 -2.8 0.0
-0.3 0.4 0.3
1.4 -0.7 -0.2
0.1 0.1 -0.1
0.3 0.3 -0.1
-0.3 0.7 -0.1

HOMO energy = -10.74 eV
SMILES = C=N/N=C(\C#N)C=O
HOMO-LUMO gap = 9.320 eV

***

No. 11
Computed, not measured: C4H3N3O in the gas phase at a distorted geometry, with ωB97M-V with the def2-TZVPD basis set.

Each line ends with the Löwdin charge.
Element x y z (Å)
O: 2.59216 -1.29947 0.67732  0.09
C: 1.38026 -1.34845 0.50782  -0.18
C: 0.57228 -0.17865 0.09838  -0.27
C: -0.76055 -0.34057 0.05130  -0.02
C: -1.48141 0.79963 -0.33824  -0.09
N: -0.81781 1.94472 -0.65628  0.01
N: 0.49167 1.97010 -0.69362  -0.02
N: 1.20580 0.90837 -0.37893  0.11
H: 0.78798 -2.18232 0.60359  0.09
H: -1.35450 -1.24570 0.32289  0.13
H: -2.61589 0.97234 -0.19423  0.14

Atomic forces in eV per Å
-2.1 -0.5 -0.2
3.9 2.7 -0.1
1.5 0.0 -1.0
-3.6 0.4 -0.1
-0.3 1.5 0.8
-1.1 -1.0 0.4
0.4 -0.7 -0.4
-0.5 0.4 0.8
-1.2 -2.8 0.5
1.0 0.6 -0.1
2.0 -0.7 -0.7

HOMO energy = -10.23 eV
SMILES = O=Cc1ccnnn1
HOMO-LUMO gap = 9.128 eV

***

No. 12
Computed, not measured: C4H3N3O in the gas phase at a distorted geometry, with ωB97M-V with the def2-TZVPD basis set.

Each line ends with the Löwdin charge.
Element x y z (Å)
O: -2.13988 -0.28750 0.76017  0.13
C: -1.16028 -0.19543 0.06563  -0.59
N: -0.84947 0.81764 -0.68785  0.10
C: 0.14545 1.46328 -0.36706  -0.08
C: 1.24593 0.82121 0.61826  -0.09
N: 1.88711 -0.28710 0.43430  0.08
C: 1.05171 -1.18121 -0.33612  -0.19
N: -0.25148 -1.23446 -0.46464  0.16
H: 0.29150 2.35351 -1.32574  0.20
H: 1.97687 1.52401 1.20044  0.13
H: 1.65070 -2.09724 -0.81291  0.15

Atomic forces in eV per Å
1.3 -0.5 0.0
-1.0 -4.6 0.8
-1.7 3.2 -1.9
3.2 2.2 -2.1
3.3 3.8 -0.6
-3.8 -0.8 -0.8
-0.3 -2.7 -0.6
1.7 -0.3 1.6
0.7 -2.0 3.8
-2.1 -0.6 -0.8
-1.3 2.3 0.9

HOMO energy = -9.91 eV
SMILES = O=c1nccncn1
HOMO-LUMO gap = 8.780 eV

***

What did we get for relative energy (zero: lowest compared OMol25 entry of this formula, charge and spin)? Answer: 4.8; 220.7; 557.2; 442.3; 672.2; 241.2; 265.9; 383.6; 148.3; 216.6; 240.9; 348.8 kJ/mol, in the order shown.
What did we get for DFT total energy? Answer: -5684.4576; -5682.2206; -13315.8258; -20056.0594; -8659.4436; -8663.9107; -8663.6554; -8662.4351; -8664.8742; -10711.4064; -10711.1539; -10710.0362 eV, in the order shown.